Entry 1:
Molecular formula: C6H9N3O
Method: DFT, ωB97M-V/def2-TZVPD

Geometry as ORCA input:
```
! RIJCOSX wB97M-V def2-TZVPD def2/J DEFGRID3
* xyz 0 1
O 0.20 -2.12 -2.73
N -0.14 -0.11 1.28
N 0.39 0.07 -3.12
N 0.31 -1.79 -0.07
C 0.14 0.47 0.07
C -0.16 -1.46 1.10
C 0.04 1.93 -0.17
C -0.35 0.60 2.53
C 0.53 -0.59 -0.73
C 0.74 -0.66 -2.17
H -1.23 1.25 2.44
H -0.01 -2.57 -1.89
H 0.23 2.13 -1.23
H -0.97 2.30 0.08
H -0.43 -2.14 1.90
H 0.75 2.48 0.46
H -0.51 -0.13 3.33
H -0.04 -0.87 -3.83
H 0.52 1.22 2.77
*
```

Output
- E (Ha) = -473.445030
- relative energy (zero: lowest compared OMol25 entry of this formula, charge and spin) (kcal/mol) = 65.70
- SMILES = [H]/N=C(\O)c1ncn(C)c1C
- M (g mol⁻¹) = 139.16

These are the Löwdin partial charges, in e, on atoms 1 to 8: number 1, O, carries -0.16; number 2, N, carries -0.09; number 3, N, carries 0.10; number 4, N, carries 0.09; number 5, C, carries -0.21; number 6, C, carries -0.14; number 7, C, carries -0.01; number 8, C, carries -0.01

Entry 2:
Molecular formula: C6H9N3O2
Method: DFT, ωB97M-V/def2-TZVPD

Geometry as ORCA input:
```
! RIJCOSX wB97M-V def2-TZVPD def2/J DEFGRID3
* xyz 0 1
O -4.32 0.11 -0.74
O -3.36 -1.62 0.36
N 0.33 0.22 -0.08
N -2.23 1.86 -0.24
N -0.60 -1.70 0.26
C -2.16 0.45 0.34
C 0.72 -1.91 0.20
C -0.79 -0.42 0.19
C 2.74 -0.23 -0.32
C 1.35 -0.69 -0.10
C -3.42 -0.38 -0.08
H -1.72 2.60 0.31
H 3.26 -0.92 -0.99
H -1.91 1.85 -1.21
H 2.56 0.89 -0.63
H -2.30 0.65 1.49
H 3.30 -0.25 0.65
H -2.42 -1.82 0.51
H 1.13 -2.88 0.37
H 0.48 1.12 -0.61
*
```

Output
- E (Ha) = -548.766696
- relative energy (zero: lowest compared OMol25 entry of this formula, charge and spin) (kcal/mol) = 34.31
- SMILES = Cc1cnc([C@@H](N)C(=O)O)[nH]1
- M (g mol⁻¹) = 155.16

These are the Löwdin partial charges, in e, on atoms 1 to 8: number 1, O, carries 0.10; number 2, O, carries 0.12; number 3, N, carries 0.11; number 4, N, carries 0.03; number 5, N, carries 0.07; number 6, C, carries -0.16; number 7, C, carries -0.07; number 8, C, carries -0.30

Entry 3:
Molecular formula: C6H9N3OS
Method: DFT, ωB97M-V/def2-TZVPD

Geometry as ORCA input:
```
! RIJCOSX wB97M-V def2-TZVPD def2/J DEFGRID3
* xyz 0 1
S -1.57 -0.55 0.45
O -2.05 -1.76 -0.08
N 1.05 -0.70 1.45
N 0.85 -0.23 -0.86
N -1.92 0.73 -0.51
C -1.54 0.72 -1.91
C 0.40 -0.53 0.33
C 2.16 0.09 -0.90
C 2.95 -0.11 0.16
C -2.22 -0.15 1.92
C 2.43 -0.71 1.35
H -1.90 0.86 2.37
H 2.45 0.51 -1.78
H 3.96 0.12 -0.05
H -0.47 0.90 -2.12
H -1.56 1.48 0.01
H -1.61 -0.26 -2.26
H -1.98 -0.86 2.66
H -2.31 1.30 -2.48
H 2.89 -0.85 2.25
*
```

Output
- E (Ha) = -871.551355
- relative energy (zero: lowest compared OMol25 entry of this formula, charge and spin) (kcal/mol) = 97.65
- SMILES = C=[S@@](=O)(NC)c1ncccn1
- M (g mol⁻¹) = 171.23

These are the Löwdin partial charges, in e, on atoms 1 to 8: number 1, S, carries 0.71; number 2, O, carries -0.32; number 3, N, carries 0.10; number 4, N, carries 0.08; number 5, N, carries -0.21; number 6, C, carries -0.14; number 7, C, carries -0.37; number 8, C, carries -0.11

Entry 4:
Molecular formula: C6H9N3S
Method: DFT, ωB97M-V/def2-TZVPD

Geometry as ORCA input:
```
! RIJCOSX wB97M-V def2-TZVPD def2/J DEFGRID3
* xyz 0 1
S 2.10 0.35 0.53
N 2.10 -1.00 -0.56
N 3.10 -3.03 0.40
N -0.35 -0.87 -2.07
C 2.52 -2.13 0.02
C -3.37 -0.93 -0.34
C -1.09 -0.88 -1.18
C -1.91 -0.80 -0.03
C -1.34 -0.58 1.17
C 3.48 1.37 -0.22
H -1.98 -0.77 2.07
H -3.92 -1.22 0.56
H -0.24 -0.68 1.23
H 1.25 -1.25 -1.13
H -3.67 -1.75 -0.94
H 3.32 1.57 -1.28
H 3.49 2.25 0.52
H -3.86 -0.13 -0.81
H 4.36 0.79 0.04
*
```

Output
- E (Ha) = -796.383499
- relative energy (zero: lowest compared OMol25 entry of this formula, charge and spin) (kcal/mol) = 50.71
- SMILES = C=C(C)C#N.CSNC#N
- M (g mol⁻¹) = 155.23

These are the Löwdin partial charges, in e, on atoms 1 to 8: number 1, S, carries 0.81; number 2, N, carries -0.32; number 3, N, carries 0.13; number 4, N, carries 0.18; number 5, C, carries -0.47; number 6, C, carries -0.05; number 7, C, carries -0.19; number 8, C, carries -0.34

Entry 5:
Molecular formula: C6H9NO
Method: DFT, ωB97M-V/def2-TZVPD

Geometry as ORCA input:
```
! RIJCOSX wB97M-V def2-TZVPD def2/J DEFGRID3
* xyz -1 2
O -2.89 -0.61 -1.34
N -0.12 0.81 1.20
C 2.21 0.56 1.09
C -0.62 0.30 -1.41
C -0.92 -0.12 1.61
C -1.69 -0.68 -1.00
C 0.75 -0.14 -0.88
C 1.00 0.46 0.51
H -0.87 1.30 -1.01
H 2.21 0.90 2.13
H -1.81 0.22 2.14
H 1.55 0.31 -1.47
H -0.76 -1.19 1.52
H 3.14 0.23 0.66
H 0.75 -1.22 -0.78
H -1.33 -1.60 -0.50
H -0.60 0.48 -2.48
*
```

Output
- E (Ha) = -363.934849
- relative energy (zero: lowest compared OMol25 entry of this formula, charge and spin) (kcal/mol) = 16.44
- M (g mol⁻¹) = 111.14

These are the Löwdin partial charges, in e, on atoms 1 to 8: number 1, O, carries -0.12; number 2, N, carries -0.07; number 3, C, carries -0.02; number 4, C, carries -0.22; number 5, C, carries -0.15; number 6, C, carries -0.38; number 7, C, carries -0.17; number 8, C, carries -0.47

Entry 6:
Molecular formula: C6H9NO
Method: DFT, ωB97M-V/def2-TZVPD

Geometry as ORCA input:
```
! RIJCOSX wB97M-V def2-TZVPD def2/J DEFGRID3
* xyz 0 1
O -0.76 -1.22 -0.11
N 0.75 -0.21 -2.11
C -0.50 0.14 -1.93
C -1.43 -0.84 -1.31
C -0.37 -0.03 0.66
C 1.02 -0.17 1.13
C 1.76 0.83 1.59
C -1.27 0.72 1.30
H -1.63 -1.73 -1.91
H 1.36 1.84 1.68
H 1.40 0.45 -2.52
H -2.31 0.75 1.01
H -0.99 1.29 2.16
H 1.39 -1.19 1.15
H -2.36 -0.31 -1.08
H 2.76 0.68 1.95
H 1.19 -1.01 -1.66
*
```

Output
- E (Ha) = -363.856049
- relative energy (zero: lowest compared OMol25 entry of this formula, charge and spin) (kcal/mol) = 105.54
- M (g mol⁻¹) = 111.14

These are the Löwdin partial charges, in e, on atoms 1 to 8: number 1, O, carries -0.13; number 2, N, carries 0.07; number 3, C, carries -0.12; number 4, C, carries -0.25; number 5, C, carries -0.34; number 6, C, carries -0.14; number 7, C, carries 0.02; number 8, C, carries 0.10

Entry 7:
Molecular formula: C6H9NO
Method: DFT, ωB97M-V/def2-TZVPD

Geometry as ORCA input:
```
! RIJCOSX wB97M-V def2-TZVPD def2/J DEFGRID3
* xyz 0 1
O -0.86 1.52 0.32
N -0.81 -0.92 1.47
C -1.06 0.62 -0.73
C 0.78 -0.08 -0.09
C -1.68 -0.67 -0.82
C -0.52 -0.70 0.03
C 0.55 1.35 0.31
C 1.98 -0.60 -0.45
H 0.86 2.02 -0.45
H -0.45 0.62 -1.63
H 2.18 -1.69 -0.71
H -1.20 0.12 1.60
H 3.03 -0.19 -0.19
H 1.15 1.51 1.25
H 0.32 -0.99 2.08
H -2.45 -1.02 -0.15
H -1.82 -0.89 -1.83
*
```

Output
- E (Ha) = -363.738107
- relative energy (zero: lowest compared OMol25 entry of this formula, charge and spin) (kcal/mol) = 179.55
- M (g mol⁻¹) = 111.14

These are the Löwdin partial charges, in e, on atoms 1 to 8: number 1, O, carries -0.06; number 2, N, carries 0.06; number 3, C, carries -0.24; number 4, C, carries -0.36; number 5, C, carries -0.03; number 6, C, carries -0.41; number 7, C, carries -0.17; number 8, C, carries 0.05

Entry 8:
Molecular formula: C6H9NO
Method: DFT, ωB97M-V/def2-TZVPD

Geometry as ORCA input:
```
! RIJCOSX wB97M-V def2-TZVPD def2/J DEFGRID3
* xyz 0 1
O -0.68 -0.34 -2.84
N -1.10 -0.93 0.61
C 1.60 0.67 -1.34
C 0.28 0.37 -0.71
C -0.86 -0.16 -1.64
C 0.99 -0.06 1.72
C -2.25 -0.62 1.09
C 0.06 -0.04 0.54
H 0.49 0.40 2.58
H 1.49 1.00 -2.38
H 1.27 -1.08 1.99
H -2.76 0.30 0.75
H 2.22 -0.24 -1.38
H -2.89 -1.30 1.65
H -1.90 0.07 -1.34
H 2.15 1.45 -0.80
H 1.90 0.51 1.51
*
```

Output
- E (Ha) = -363.904690
- relative energy (zero: lowest compared OMol25 entry of this formula, charge and spin) (kcal/mol) = 75.02
- SMILES = C=N/C(C)=C(/C)C=O
- M (g mol⁻¹) = 111.14

These are the Löwdin partial charges, in e, on atoms 1 to 8: number 1, O, carries 0.02; number 2, N, carries 0.00; number 3, C, carries -0.06; number 4, C, carries -0.20; number 5, C, carries -0.20; number 6, C, carries -0.02; number 7, C, carries -0.02; number 8, C, carries -0.29

Entry 9:
Molecular formula: C6H9NO
Method: DFT, ωB97M-V/def2-TZVPD

Geometry as ORCA input:
```
! RIJCOSX wB97M-V def2-TZVPD def2/J DEFGRID3
* xyz 0 1
O -1.09 0.99 0.30
N -0.32 0.75 -0.90
C 0.11 -0.62 -0.91
C -0.39 -1.19 0.33
C -1.04 -0.21 0.95
C -1.88 -0.40 2.14
C 1.99 1.06 -1.72
C 1.08 0.46 -0.65
H 3.12 0.87 -1.32
H -0.27 -2.23 0.47
H 1.85 2.11 -1.84
H 1.81 0.57 -2.65
H -1.40 -1.30 2.61
H 1.29 0.59 0.32
H -2.88 -0.71 1.97
H -0.07 -1.23 -1.87
H -1.91 0.49 2.76
*
```

Output
- E (Ha) = -363.879666
- relative energy (zero: lowest compared OMol25 entry of this formula, charge and spin) (kcal/mol) = 90.72
- SMILES = CC1=C[C@@H]2[C@@H](C)N2O1
- M (g mol⁻¹) = 111.14

These are the Löwdin partial charges, in e, on atoms 1 to 8: number 1, O, carries 0.02; number 2, N, carries 0.03; number 3, C, carries -0.24; number 4, C, carries -0.01; number 5, C, carries -0.36; number 6, C, carries -0.02; number 7, C, carries -0.03; number 8, C, carries -0.27

Entry 10:
Molecular formula: C6H9NO
Method: DFT, ωB97M-V/def2-TZVPD

Geometry as ORCA input:
```
! RIJCOSX wB97M-V def2-TZVPD def2/J DEFGRID3
* xyz 0 1
O -0.40 -1.43 -2.31
N -0.55 -0.03 -0.05
C -0.30 1.28 -0.12
C -0.26 1.58 2.29
C -0.20 2.11 1.00
C -0.44 0.21 2.42
C -0.58 -0.53 1.21
C 0.93 -1.79 -2.52
H -0.30 2.20 3.18
H 1.30 -2.52 -1.80
H -0.34 -0.32 3.32
H -0.75 -1.61 1.31
H -0.15 1.52 -1.17
H -0.47 -0.74 -1.56
H -0.08 3.20 0.77
H 1.02 -2.29 -3.55
H 1.56 -0.85 -2.41
*
```

Output
- E (Ha) = -363.980852
- relative energy (zero: lowest compared OMol25 entry of this formula, charge and spin) (kcal/mol) = 27.23
- SMILES = c1ccncc1.CO
- M (g mol⁻¹) = 111.14

These are the Löwdin partial charges, in e, on atoms 1 to 8: number 1, O, carries -0.20; number 2, N, carries 0.03; number 3, C, carries -0.12; number 4, C, carries -0.07; number 5, C, carries -0.06; number 6, C, carries -0.05; number 7, C, carries -0.09; number 8, C, carries -0.22